C7H13N | wB97M-V/def2-TZVPD

Computed properties:
SMILES: C=CC(=C)C[C@H](C)N
Maximum force (eV/A): 1.113
Energy above the lowest of the compared OMol25 structures with the same formula, charge and spin (kcal per mole): 31.0
2S+1: 1
Charge: 0
Highest occupied orbital energy (eV): -9.0

Structure (XYZ):
```
21
Properties=species:S:1:pos:R:3:forces:R:3
C 1.65016 1.47532 -1.90515 0.086 0.501 -0.178
C 1.57727 0.35579 -1.21300 -0.490 -0.347 0.136
C 1.10069 0.30036 0.19607 0.110 0.056 -0.085
C 1.94271 0.04560 1.18958 0.122 -0.008 0.321
C -0.35861 0.55837 0.47589 -0.036 0.137 0.482
C -1.22590 -0.70604 0.61461 0.109 0.234 -0.100
C -1.57489 -1.27157 -0.76061 0.231 -0.648 0.875
N -2.45046 -0.34746 1.31262 -0.286 0.342 -0.217
H 1.36824 2.43056 -1.46981 0.101 -0.083 0.051
H 2.00904 1.50760 -2.92420 -0.068 -0.115 -0.083
H 1.76758 -0.59731 -1.69300 0.319 -0.031 -0.042
H 1.60642 0.03620 2.22109 -0.112 0.011 -0.026
H 3.00335 -0.12634 1.05891 -0.020 -0.050 -0.247
H -0.80699 1.20325 -0.27722 0.014 0.056 -0.146
H -0.43169 1.10296 1.42184 0.016 -0.064 -0.006
H -0.63830 -1.41786 1.20407 0.004 -0.240 -0.172
H -2.01190 -0.48467 -1.36492 0.098 -0.016 -0.348
H -2.29132 -2.08461 -0.64130 -0.226 0.015 -0.048
H -0.69871 -1.75433 -1.19761 0.011 0.451 -0.327
H -2.36974 -0.37260 2.31734 -0.009 -0.056 0.007
H -3.25028 -0.87941 1.00601 0.026 -0.146 0.152
```
Forces are in eV/Å.



C3H12NO3 | wB97M-V/def2-TZVPD

Computed properties:
Maximum force (eV/A): 5.041
Energy above the lowest of the compared OMol25 structures with the same formula, charge and spin (kcal per mole): 37.9
2S+1: 1
Charge: +1
Highest occupied orbital energy (eV): -14.6

Structure (XYZ):
```
19
Properties=species:S:1:pos:R:3:forces:R:3
C 0.09065 1.47625 0.47607 0.185 0.090 0.476
O -0.30044 1.75015 1.79356 -1.580 2.365 0.798
C -0.74454 0.27102 0.10474 -0.149 1.740 -4.248
C -0.41765 -0.31254 -1.36255 -1.366 -0.498 1.212
O -1.09568 -1.58359 -1.24802 1.489 -1.454 -1.337
N -0.69725 -0.83344 1.04397 1.402 1.539 4.590
H 1.14614 1.26587 0.50830 0.485 -0.561 -0.062
H 0.03893 2.39244 -0.14345 -0.594 -0.856 -0.249
H -0.98347 2.49060 1.73230 1.346 -1.475 0.577
H -1.82663 0.53853 0.13963 0.871 0.285 -0.452
H -0.98289 0.15237 -2.19583 0.862 0.764 0.750
H 0.67675 -0.43978 -1.52867 -0.899 0.332 0.131
H -0.63580 -2.18240 -1.88949 -0.964 0.475 0.780
H -0.34856 -1.65947 0.68017 0.731 -2.208 -1.546
H -0.15593 -0.70286 2.00017 -1.392 0.458 -2.283
H -1.66727 -0.95021 1.24451 -0.626 -0.935 0.795
H 3.12320 -1.28381 -0.97857 -0.257 0.501 0.237
H 3.19020 0.27537 -1.00446 -1.207 -1.695 0.711
O 2.61304 -0.50043 -0.69327 1.664 1.133 -0.880
```
Forces are in eV/Å.



C28H44ClN6RuSSe | wB97M-V/def2-TZVPD

Computed properties:
Maximum force (eV/A): 1.855
Energy above the lowest of the compared OMol25 structures with the same formula, charge and spin (kcal per mole): 59.3
2S+1: 2
Charge: +2
Highest occupied orbital energy (alpha / beta) (eV): -13.0 / -13.1

Structure (XYZ):
```
82
Properties=species:S:1:pos:R:3:forces:R:3
Ru -0.02056 0.10648 0.35673 -1.736 -0.112 -0.642
C -0.24966 -0.48313 -3.05900 -0.072 -0.419 0.177
C -0.24858 -1.85834 -2.39325 0.113 0.266 -0.171
N -0.86426 -1.84466 -1.06366 0.429 0.056 0.946
C -2.31170 -2.05211 -1.01781 -0.221 0.148 0.002
C -3.11782 -0.82862 -1.42851 0.269 0.076 0.192
S -2.50744 0.70808 -0.64150 0.691 0.267 0.326
C -2.05108 1.74550 -2.08314 0.021 -0.150 0.201
C -0.55114 1.84218 -2.35258 -0.091 0.310 -0.005
N 0.14242 0.57442 -2.11597 0.578 -0.180 1.201
H -1.24476 -0.26340 -3.43989 0.045 0.074 -0.027
H 0.42426 -0.51472 -3.91923 -0.087 0.080 -0.006
H 0.78248 -2.18850 -2.26732 -0.050 -0.037 0.002
H -0.74939 -2.57002 -3.06026 0.060 -0.032 0.068
H -0.44525 -2.60216 -0.53146 -0.036 0.022 -0.035
H -2.56866 -2.30289 0.01331 0.043 -0.084 -0.052
H -2.61721 -2.89123 -1.65662 0.034 0.003 0.090
H -4.15000 -0.94859 -1.10160 0.009 -0.014 -0.101
H -3.11824 -0.67397 -2.50404 -0.040 0.013 -0.030
H -2.44656 2.74065 -1.88579 -0.014 -0.006 -0.073
H -2.60012 1.33896 -2.93004 -0.051 0.082 -0.017
H -0.10679 2.58721 -1.69184 -0.085 -0.074 -0.101
H -0.41927 2.19439 -3.38369 0.030 -0.097 0.028
H 1.14145 0.74263 -2.20209 -0.094 0.012 -0.078
Cl -2.92471 1.60955 5.30752 0.006 -0.050 -0.048
C -1.40508 1.15419 4.63715 0.176 -0.045 -0.036
C -0.22399 1.33103 5.34459 -0.040 -0.022 -0.063
C 0.96572 0.96358 4.73539 -0.147 -0.005 -0.087
C 0.93183 0.45762 3.44766 0.167 -0.107 0.040
N -0.20393 0.28694 2.77506 -0.122 -0.238 -1.238
C -1.35074 0.60761 3.36199 -0.276 0.013 0.094
H -0.23425 1.72848 6.34907 -0.059 0.058 0.036
H 1.90752 1.08109 5.25019 0.048 -0.045 0.016
H 1.83212 0.16550 2.92863 0.068 0.062 0.019
H -2.26001 0.41592 2.80578 -0.018 0.063 -0.001
C 1.57746 4.70028 3.26688 0.531 -0.020 -0.006
N 0.15307 4.49917 3.11305 -0.360 -0.230 -0.266
C -0.82250 5.11343 3.85345 -0.382 0.120 0.123
C -2.01587 4.72158 3.35260 0.071 0.223 0.284
N -1.76072 3.87497 2.30461 0.513 0.171 0.254
C -2.76892 3.29017 1.46129 -0.302 -0.264 -0.259
C -0.42667 3.73248 2.16909 -0.126 -0.439 0.029
Se 0.52026 2.76705 0.88209 0.451 -0.599 -0.621
H 1.74870 5.44545 4.03906 -0.076 -0.014 0.000
H 2.01016 5.04918 2.32960 -0.054 -0.007 0.065
H 2.06565 3.76732 3.54803 -0.058 0.016 -0.016
H -0.60612 5.78254 4.66403 0.094 0.063 0.037
H -3.01295 4.98542 3.64847 -0.089 0.003 0.016
H -3.69560 3.84676 1.57219 0.027 0.043 0.035
H -2.94804 2.24978 1.72578 0.014 0.060 0.007
H -2.44530 3.33778 0.42383 0.042 0.043 0.033
C 1.78974 -6.14537 3.00870 0.063 0.043 0.093
C 1.02379 -4.90166 2.67424 -0.021 0.025 -0.073
C -0.30039 -4.75302 3.09042 0.068 0.167 -0.093
C -1.06212 -3.63020 2.72994 0.027 -0.032 -0.083
C -2.48636 -3.54235 3.19536 0.015 -0.030 0.013
C -0.47079 -2.65072 1.97324 -0.044 0.088 0.001
C 0.92089 -2.69248 1.62246 -0.205 -0.164 0.125
C 1.62630 -3.88229 1.96354 0.056 -0.022 -0.021
N 1.45028 -1.62400 1.01836 -0.557 1.338 -0.399
C 2.87241 -1.48009 0.71323 0.613 0.027 -0.340
C 3.12804 -0.00575 0.35332 -0.115 -0.182 0.013
C 3.79498 -1.86441 1.89384 -0.058 0.068 -0.040
C 3.20735 -2.31907 -0.53761 -0.149 0.084 0.188
H 1.11824 -6.96363 3.25638 0.025 -0.054 -0.011
H 2.43112 -5.96250 3.87175 0.045 -0.071 0.020
H 2.42354 -6.44536 2.17615 0.021 -0.054 0.015
H -0.76438 -5.52380 3.69101 0.004 -0.113 0.005
H -2.50754 -3.40226 4.27780 -0.072 0.024 -0.011
H -3.01594 -4.47066 2.98008 -0.051 0.037 0.001
H -3.02587 -2.71662 2.73228 0.020 0.022 -0.010
H -1.05089 -1.78853 1.65656 0.071 -0.140 0.169
H 2.65452 -4.00542 1.66225 -0.050 -0.034 0.006
H 3.09862 0.63258 1.23770 -0.076 0.055 -0.057
H 2.37150 0.34660 -0.36352 0.234 -0.040 0.135
H 4.10987 0.10863 -0.10548 0.038 -0.041 0.034
H 3.23272 -1.92876 2.82407 0.050 0.017 0.078
H 4.57490 -1.11648 2.02162 0.044 0.019 -0.037
H 4.28599 -2.81908 1.72444 0.058 -0.035 0.077
H 2.66355 -1.92720 -1.39753 0.053 -0.019 -0.059
H 2.94360 -3.36647 -0.40353 0.009 -0.044 -0.031
H 4.27348 -2.25095 -0.74296 0.042 -0.001 -0.044
```
Forces are in eV/Å.



C8H24ClO4S | wB97M-V/def2-TZVPD

Computed properties:
Maximum force (eV/A): 10.668
Energy above the lowest of the compared OMol25 structures with the same formula, charge and spin (kcal per mole): 31.2
2S+1: 1
Charge: -1
Highest occupied orbital energy (eV): -5.4

Structure (XYZ):
```
38
Properties=species:S:1:pos:R:3:forces:R:3
Cl 18.90200 3.88400 29.46200 0.288 -0.389 0.013
C 19.53700 8.68800 27.44900 -0.598 2.246 5.260
C 19.65500 7.29600 28.14100 -0.877 -2.222 1.077
O 18.42200 6.54600 28.10100 -0.902 4.857 -1.300
H 20.50500 9.21300 27.84600 -1.315 -0.723 -2.098
H 18.70900 9.55200 27.97300 1.963 -3.001 -1.010
H 19.14400 8.63100 26.46400 0.747 0.016 -1.115
H 20.14300 7.19900 29.19900 -1.090 1.123 -1.440
H 20.28100 6.60400 27.59300 1.064 0.570 -0.756
H 18.41700 5.67200 28.39300 0.945 -2.643 1.298
C 16.20100 6.05300 33.79900 -1.441 0.341 -0.663
C 17.18000 5.18100 33.10600 2.254 -2.391 -1.256
O 17.32900 5.52100 31.71300 -6.226 7.005 5.095
H 15.23900 5.65000 33.47700 -0.462 0.666 -0.092
H 16.31000 7.14700 33.42500 -0.107 -1.893 0.973
H 16.17900 5.89100 34.89100 0.469 0.532 -0.415
H 17.14200 3.99700 33.11600 -1.188 2.074 0.476
H 18.13500 5.27500 33.59600 0.840 0.542 0.225
H 17.82900 4.91900 31.40400 5.838 -6.806 -4.421
C 21.54000 1.24200 26.45300 -2.293 2.112 1.156
C 21.92200 2.70300 26.96900 -4.661 -2.466 -4.734
O 20.76700 3.47700 26.69200 4.976 1.391 -5.806
H 20.75200 0.75700 27.09400 1.096 0.346 -0.584
H 22.45300 0.83000 26.41400 3.208 -2.799 0.450
H 21.23500 1.21900 25.41700 -0.525 0.567 -0.257
H 22.76000 2.92900 26.34900 0.676 1.167 0.155
H 21.94800 2.65100 27.95300 1.533 -0.139 4.688
H 20.14200 3.50100 27.30400 -4.095 -0.088 5.089
C 22.07000 5.39700 30.60300 0.527 1.787 0.358
S 23.24000 6.49800 29.71700 1.885 -0.522 1.426
O 24.25500 7.01400 30.74600 -1.349 -0.163 -0.965
C 24.16900 5.10300 28.98400 3.648 2.976 1.765
H 22.74200 4.60900 31.02000 -0.838 1.007 0.916
H 21.60000 4.86900 29.80700 -1.331 -0.143 -0.575
H 21.35400 6.14000 31.20300 1.644 -2.351 -0.959
H 23.66700 4.71800 28.23500 -3.287 -2.648 -3.239
H 24.46300 4.41900 29.80600 0.024 0.437 -0.759
H 25.04600 5.51500 28.32400 -1.038 -0.375 2.023
```
Forces are in eV/Å.